[1]
Computed, not measured: C13H21InN7O2S2 as an isolated structure, with wB97M-V/def2-TZVPD.

Structure (XYZ):
```
46
Properties=species:S:1:pos:R:3
In -0.1509 -0.0605 -0.7597
C -1.9834 3.8064 3.7386
C -0.6213 3.2459 3.5858
N 0.4857 3.8660 3.8566
N 1.4526 2.9740 3.5011
C 0.9750 1.8137 3.0092
S 1.8571 0.5306 2.4079
N -0.3771 1.9880 3.1007
N -1.3162 1.0484 2.6618
H -1.9037 4.8163 4.1326
H -2.5862 3.2092 4.4256
H -2.4859 3.8319 2.7703
H 2.4251 3.2151 3.5442
H -2.1915 1.2672 3.1260
H -1.4555 1.2620 1.6304
N -0.3489 -1.4786 1.1066
N -1.0831 -2.6048 0.6826
C -1.0835 -2.9348 -0.7107
O -1.3728 -4.0887 -0.9895
O -0.7675 -1.9909 -1.5129
H 0.5557 -1.7111 1.5070
H -0.8578 -0.9373 1.8026
H -1.0004 -3.4204 1.2702
S -1.6689 1.6516 -0.4065
C 3.3129 -4.3396 -0.1120
N 3.6277 -2.9696 -0.4602
C 4.0655 -2.2406 0.7156
C 2.4633 -2.3197 -1.0513
C 2.7636 -0.9749 -1.6699
C 3.9864 -0.7923 -2.3092
C 4.2913 0.4136 -2.9214
C 3.3694 1.4468 -2.8967
C 2.1513 1.2613 -2.2572
C 1.8177 0.0584 -1.6329
H 4.1917 -4.8274 0.3130
H 3.0011 -4.8896 -0.9997
H 2.4950 -4.4052 0.6282
H 4.9678 -2.6976 1.1259
H 3.2923 -2.2342 1.5064
H 4.2844 -1.2058 0.4570
H 1.6789 -2.1987 -0.2874
H 2.0337 -2.9801 -1.8098
H 4.7013 -1.6056 -2.3118
H 5.2479 0.5447 -3.4143
H 3.5968 2.3953 -3.3702
H 1.4406 2.0827 -2.2304
```

Output
Spin multiplicity = 1
Net charge = -1
Energy relative to the best compared isomer or geometry (same formula, charge and spin) = 5.9 kcal/mol

---

[2]
Computed, not measured: C13H21N2O3PS4 as an isolated structure at a distorted geometry, with wB97M-V/def2-TZVPD.

Structure (XYZ):
```
44
Properties=species:S:1:pos:R:3
S 4.3318 0.9546 1.8929
P 2.3947 0.8470 1.8576
C 1.7191 -0.8367 1.6242
C 0.3257 -0.9624 1.1879
C -0.3091 -2.1640 0.9923
C -1.7791 -2.1064 0.5490
C -2.5015 -1.3825 1.7981
C -4.0654 -1.8243 1.9943
O -3.4763 -0.4398 1.4684
C 0.4105 -3.3966 1.2425
N -0.0809 -4.6222 1.0948
S 1.2048 -5.5759 1.4830
N 2.3164 -4.4764 1.8440
C 1.7987 -3.2377 1.6829
C 2.4433 -1.9770 1.8605
H 1.8092 1.7307 0.9083
H 1.9069 1.2708 3.1262
H -0.2306 -0.0331 0.9977
H -2.2537 -3.0902 0.4691
H -1.9429 -1.4364 -0.3057
H -1.9036 -1.2283 2.7249
H -3.7881 -2.0190 3.0971
H -4.9430 -1.2250 2.3055
H 3.4882 -1.9063 2.1808
C 6.6116 1.8905 -0.9924
S 5.5496 3.3153 -1.2697
O 4.1700 2.8062 -1.4953
C 6.2328 3.7426 -2.8802
H 6.3294 1.4356 -0.0454
H 6.4787 1.1676 -1.7983
H 7.6513 2.2168 -0.9447
H 6.1245 2.9000 -3.5639
H 7.2851 4.0065 -2.7696
H 5.6833 4.5987 -3.2680
C -4.9958 0.5582 -1.0573
S -6.5652 1.4304 -1.1668
O -7.6449 0.4224 -1.0054
C -6.4471 1.8132 -2.9228
H -4.8768 0.1897 -0.0400
H -4.9897 -0.2841 -1.7508
H -4.1807 1.2446 -1.2912
H -6.3500 0.8909 -3.4967
H -5.5857 2.4590 -3.0967
H -7.3558 2.3332 -3.2211
```

Output
Spin multiplicity = 1

---

[3]
Computed, not measured: an isolated molecule of C13H21N3O5S, with wB97M-V/def2-TZVPD.

Structure (XYZ):
```
43
Properties=species:S:1:pos:R:3
C -1.1729 -3.5288 0.0620
O -0.2537 -2.4457 0.0415
C 1.0498 -2.7781 0.0135
O 1.4308 -3.9283 0.0026
C 1.8841 -1.5833 0.0060
C 1.4497 -0.2657 -0.0094
C 2.5901 0.5366 0.0079
S 2.5765 2.3045 0.0597
O 3.6070 2.8045 -0.8056
O 2.5677 2.7179 1.4349
N 1.1048 2.6555 -0.6401
C 0.0058 3.0900 0.1882
C -1.3373 2.5271 -0.3048
N -1.3938 1.0873 -0.1370
C -2.0680 0.3437 -1.1879
C -3.5947 0.3903 -1.0488
O -3.9974 -0.0916 0.2164
C -3.4095 0.6661 1.2540
C -1.8775 0.6404 1.1615
C 3.6847 -0.3019 0.0362
N 3.2571 -1.5784 0.0314
C 4.1292 -2.7236 0.0557
H -2.1611 -3.0861 0.1625
H -0.9616 -4.1919 0.9033
H -1.1032 -4.1049 -0.8631
H 0.4393 0.0872 -0.0502
H 1.2150 3.1418 -1.5138
H -0.0623 4.1852 0.2291
H 0.2300 2.7273 1.1917
H -1.4350 2.7605 -1.3675
H -2.1415 3.0517 0.2320
H -1.7623 0.7305 -2.1610
H -1.7387 -0.6966 -1.1053
H -4.0751 -0.2555 -1.7858
H -3.9555 1.4227 -1.1859
H -3.7483 0.2151 2.1878
H -3.7776 1.7035 1.2062
H -1.4429 1.2630 1.9441
H -1.5346 -0.3898 1.2990
H 4.7262 -0.0501 0.0536
H 4.7894 -2.7102 -0.8128
H 4.7395 -2.7118 0.9602
H 3.5280 -3.6298 0.0380
```

Output
Spin multiplicity = 1
SMILES string = COC(=O)c1cc(S(=O)(=O)NCCN2CCOCC2)cn1C
Energy relative to the best compared isomer or geometry (same formula, charge and spin) = 39.2 kcal/mol

---

Number 1: Kohn-Sham gap 0.2547 Eh, E_HOMO -4.345 eV. Number 2: Kohn-Sham gap 0.2763 Eh, E_HOMO -8.783 eV. Number 3: Kohn-Sham gap 0.3347 Eh, E_HOMO -8.463 eV.